# 1
The following is a DFT calculation (ωB97M-V/def2-TZVPD) of a cluster of 4 separate species, C19H38F9NO10S4 in total.

Geometry as XYZ:
```
81
Properties=species:S:1:pos:R:3:lowdin_charge:R:1
O 1.82 1.32 3.60 0.024
C 2.51 0.48 2.99 -0.347
N 3.95 0.40 3.35 0.036
C 4.26 -1.07 3.12 -0.171
C 3.27 -1.59 1.98 -0.134
C 2.07 -0.52 1.84 -0.193
C 1.83 0.06 0.37 -0.141
C 0.96 1.40 0.35 -0.176
C -0.63 1.12 0.37 -0.174
C -1.29 1.46 1.79 -0.056
C -2.77 0.78 1.82 -0.340
F -3.55 1.68 2.59 0.061
F -3.18 0.73 0.47 0.050
C -2.59 -0.64 2.50 -0.337
F -1.40 -1.30 2.15 0.072
F -2.47 -0.39 3.88 0.075
S -4.02 -1.84 2.28 0.976
F -3.72 -2.08 0.67 -0.167
F -2.97 -3.12 2.59 -0.183
F -4.38 -1.74 3.91 -0.179
F -5.13 -0.65 2.02 -0.161
F -5.26 -2.95 2.17 -0.161
H 4.00 0.50 4.37 0.112
H 5.34 -1.16 2.78 0.118
H 3.99 -1.62 4.09 0.125
H 3.74 -2.00 1.03 0.117
H 2.71 -2.51 2.38 0.112
H 1.15 -1.11 2.15 0.137
H 2.86 0.32 -0.05 0.122
H 1.41 -0.75 -0.32 0.119
H 1.18 2.06 1.25 0.100
H 1.23 2.00 -0.58 0.115
H -1.07 1.73 -0.48 0.115
H -0.76 0.02 0.09 0.110
H -1.37 2.59 1.87 0.146
H -0.66 1.02 2.64 0.120
O -5.24 1.57 -4.28 -0.280
S -6.46 0.81 -4.24 0.599
O -7.67 1.35 -3.67 -0.280
O -6.17 -0.63 -3.57 -0.266
C -5.54 -0.66 -2.29 -0.265
C -6.52 -0.35 -1.18 -0.062
C -6.82 0.23 -5.87 -0.124
H -4.68 0.01 -2.26 0.115
H -5.16 -1.68 -2.15 0.116
H -6.85 0.69 -1.22 0.077
H -6.07 -0.51 -0.20 0.053
H -7.42 -0.97 -1.26 0.089
H -5.92 -0.23 -6.29 0.074
H -7.12 1.08 -6.48 0.076
H -7.63 -0.49 -5.82 0.074
O 1.19 -4.06 -1.28 -0.288
S 1.08 -3.74 -2.68 0.591
O 0.77 -2.41 -3.13 -0.284
O 0.07 -4.79 -3.37 -0.264
C -1.24 -4.94 -2.82 -0.263
C -2.15 -3.79 -3.21 -0.075
C 2.56 -4.28 -3.50 -0.121
H -1.18 -5.05 -1.73 0.116
H -1.64 -5.87 -3.22 0.123
H -1.83 -2.86 -2.74 0.068
H -3.18 -3.99 -2.89 0.078
H -2.14 -3.64 -4.29 0.086
H 2.77 -5.30 -3.20 0.075
H 3.37 -3.62 -3.19 0.077
H 2.40 -4.21 -4.57 0.076
O 7.57 3.85 3.32 -0.283
S 6.30 3.74 2.64 0.598
O 6.09 2.78 1.59 -0.287
O 5.86 5.20 2.11 -0.266
C 6.77 5.93 1.30 -0.270
C 6.78 5.42 -0.13 -0.077
C 5.03 3.54 3.85 -0.124
H 7.78 5.92 1.73 0.115
H 6.43 6.97 1.30 0.122
H 7.21 4.42 -0.18 0.070
H 7.38 6.07 -0.77 0.080
H 5.77 5.36 -0.53 0.085
H 5.16 4.30 4.63 0.075
H 5.12 2.55 4.28 0.051
H 4.06 3.64 3.37 0.074
```

Properties
Gap between HOMO and LUMO = 8.85 eV
LUMO level = -0.0359 Ha


# 2
The following is a DFT calculation (ωB97M-V/def2-TZVPD) of a cluster of 11 separate species, C78H181N11O4 in total.

Geometry as XYZ:
```
274
Properties=species:S:1:pos:R:3:lowdin_charge:R:1
C 5.19 6.77 -1.05 -0.031
C 3.93 5.92 -0.82 -0.499
C 2.70 6.82 -0.70 -0.134
C 2.01 7.24 -2.03 -0.176
C 1.75 6.05 -2.89 -0.152
C 3.01 5.17 -3.17 -0.476
N 3.61 4.88 -1.80 -0.056
O 4.83 4.14 -2.06 -0.084
C 2.56 3.82 -3.68 -0.052
C 4.05 5.85 -4.11 -0.020
C 4.00 5.14 0.55 -0.034
H 4.91 7.68 -1.67 0.087
H 6.03 6.22 -1.53 0.085
H 5.61 7.22 -0.12 0.085
H 1.98 6.31 -0.07 0.099
H 2.92 7.71 -0.09 0.125
H 2.72 7.92 -2.54 0.106
H 1.08 7.77 -1.91 0.087
H 1.33 6.28 -3.90 0.138
H 1.02 5.43 -2.34 0.104
H 1.74 3.37 -3.14 0.059
H 2.24 3.95 -4.77 0.104
H 3.43 3.13 -3.71 0.088
H 4.18 6.90 -3.88 0.058
H 5.09 5.50 -4.04 0.083
H 3.70 5.89 -5.14 0.078
H 3.82 5.78 1.43 0.088
H 4.95 4.69 0.67 0.041
H 3.15 4.45 0.54 0.074
H 4.78 3.19 -1.84 0.064
C -2.92 -6.86 -3.81 -0.010
C -3.22 -5.50 -3.13 -0.531
C -3.61 -4.54 -4.26 -0.178
C -4.25 -3.30 -3.88 -0.208
C -5.56 -3.62 -3.12 -0.073
C -5.16 -4.49 -1.82 -0.471
N -4.44 -5.64 -2.31 -0.085
O -4.02 -6.47 -1.20 -0.065
C -4.40 -3.59 -0.74 -0.020
C -6.37 -5.12 -1.12 -0.039
C -1.98 -4.96 -2.49 -0.022
H -2.29 -6.56 -4.62 0.076
H -3.87 -7.18 -4.17 0.078
H -2.45 -7.51 -3.06 0.088
H -2.71 -4.43 -4.81 0.111
H -4.32 -5.06 -4.88 0.123
H -4.55 -2.67 -4.70 0.098
H -3.51 -2.72 -3.26 0.106
H -6.21 -4.14 -3.77 0.101
H -6.08 -2.72 -2.77 0.121
H -3.67 -2.95 -1.18 0.042
H -5.16 -2.96 -0.22 0.093
H -3.89 -4.14 0.02 0.044
H -7.08 -5.66 -1.79 0.094
H -5.92 -5.73 -0.29 0.090
H -6.86 -4.28 -0.62 0.073
H -1.79 -5.39 -1.46 0.072
H -2.11 -3.86 -2.29 0.075
H -1.14 -5.09 -3.17 0.093
H -4.33 -7.36 -1.50 0.126
C 7.51 -7.03 -2.53 -0.041
C 6.67 -5.77 -2.30 -0.542
C 6.43 -4.95 -3.58 -0.136
C 5.36 -3.84 -3.57 -0.149
C 4.02 -4.59 -3.18 -0.127
C 4.13 -5.33 -1.88 -0.543
N 5.34 -6.25 -1.94 -0.036
O 5.41 -6.92 -0.60 -0.037
C 4.30 -4.40 -0.70 -0.037
C 2.81 -6.03 -1.63 -0.048
C 7.40 -4.91 -1.19 -0.008
H 6.99 -7.75 -3.21 0.095
H 7.64 -7.41 -1.48 0.095
H 8.51 -6.79 -2.91 0.085
H 7.40 -4.59 -3.93 0.125
H 6.08 -5.75 -4.22 0.109
H 5.25 -3.34 -4.54 0.113
H 5.60 -3.05 -2.90 0.059
H 3.79 -5.32 -4.05 0.154
H 3.25 -3.82 -2.99 0.120
H 3.36 -3.87 -0.51 0.073
H 4.53 -5.01 0.18 0.093
H 5.08 -3.63 -0.85 0.070
H 2.77 -6.42 -0.58 0.084
H 2.04 -5.28 -1.76 0.068
H 2.60 -6.86 -2.32 0.096
H 6.97 -3.92 -1.30 0.054
H 8.47 -4.77 -1.55 0.101
H 7.45 -5.33 -0.27 0.042
H 5.62 -7.78 -0.89 0.060
C -2.44 0.75 4.17 -0.011
C -3.81 1.13 4.89 -0.454
C -4.67 1.95 3.91 -0.128
C -6.14 2.15 4.30 -0.178
C -6.72 0.76 4.52 -0.126
C -5.87 -0.10 5.53 -0.490
N -4.45 -0.19 5.11 -0.072
O -3.71 -0.92 6.14 -0.081
C -6.08 0.49 6.98 -0.014
C -6.35 -1.55 5.54 -0.049
C -3.49 1.93 6.22 -0.017
H -1.75 0.18 4.74 0.032
H -1.89 1.65 3.96 0.065
H -2.67 0.16 3.25 0.075
H -4.23 2.91 4.02 0.111
H -4.73 1.46 2.95 0.099
H -6.57 2.72 3.51 0.097
H -6.21 2.75 5.23 0.108
H -6.66 0.22 3.61 0.094
H -7.80 0.80 4.79 0.134
H -7.10 0.12 7.22 0.094
H -5.32 0.09 7.62 0.071
H -6.10 1.55 6.82 0.039
H -6.16 -1.92 4.52 0.073
H -5.77 -2.13 6.25 0.073
H -7.43 -1.61 5.72 0.088
H -4.33 2.54 6.60 0.066
H -2.63 2.58 6.01 0.075
H -3.19 1.18 6.98 0.086
H -3.45 -1.75 5.63 0.057
C 6.28 4.46 4.11 -0.083
C 6.18 2.98 4.38 -0.254
N 5.08 2.34 3.67 -0.178
C 4.93 0.92 4.16 -0.246
C 5.85 -0.07 3.53 -0.088
C 3.81 3.02 3.65 -0.269
C 3.15 3.34 5.05 -0.062
H 6.38 4.69 3.06 0.066
H 7.13 4.95 4.58 0.075
H 5.41 4.99 4.45 0.052
H 7.05 2.53 3.97 0.094
H 6.03 2.84 5.46 0.117
H 5.04 0.87 5.30 0.127
H 3.90 0.60 3.95 0.108
H 6.86 0.32 3.69 0.076
H 5.89 -0.96 4.14 0.072
H 5.64 -0.29 2.52 0.034
H 3.15 2.48 3.00 0.093
H 3.92 4.02 3.16 0.093
H 3.77 4.14 5.46 0.048
H 3.22 2.51 5.75 0.059
H 2.09 3.70 4.93 0.083
C -3.78 2.93 -4.05 -0.087
C -3.65 1.46 -4.23 -0.279
N -2.56 1.11 -5.13 -0.175
C -2.80 -0.11 -5.84 -0.267
C -3.72 0.14 -7.03 -0.089
C -1.26 1.11 -4.35 -0.230
C -0.17 1.73 -5.18 -0.091
H -2.83 3.35 -3.80 0.058
H -4.46 3.19 -3.28 0.043
H -4.19 3.44 -4.95 0.093
H -3.67 0.90 -3.31 0.105
H -4.57 1.10 -4.75 0.111
H -1.83 -0.30 -6.27 0.099
H -3.16 -1.02 -5.21 0.122
H -3.35 0.92 -7.66 0.059
H -3.79 -0.76 -7.63 0.062
H -4.77 0.46 -6.77 0.078
H -0.93 0.09 -4.05 0.111
H -1.37 1.66 -3.41 0.078
H -0.37 2.76 -5.30 0.056
H -0.10 1.34 -6.20 0.071
H 0.81 1.67 -4.66 0.066
C 6.83 2.64 0.20 -0.059
C 5.49 1.89 0.33 -0.217
N 4.96 1.39 -0.96 -0.224
C 5.85 0.46 -1.61 -0.252
C 5.43 0.00 -3.01 -0.064
C 3.55 1.00 -0.87 -0.224
C 3.32 -0.18 0.13 -0.049
H 7.23 2.76 1.21 0.072
H 6.66 3.58 -0.31 0.060
H 7.57 2.18 -0.42 0.052
H 5.61 0.99 0.96 0.098
H 4.84 2.66 0.68 0.070
H 6.87 0.90 -1.64 0.113
H 5.97 -0.39 -0.94 0.098
H 5.38 0.80 -3.71 0.065
H 6.15 -0.71 -3.36 0.061
H 4.45 -0.51 -2.94 0.073
H 3.20 0.63 -1.84 0.098
H 3.06 1.94 -0.54 0.113
H 3.33 0.17 1.15 0.059
H 4.21 -0.82 -0.08 0.073
H 2.43 -0.71 -0.17 0.035
C -3.75 -5.40 4.24 -0.081
C -3.83 -4.11 5.03 -0.238
N -2.77 -3.14 4.76 -0.191
C -1.55 -3.41 5.53 -0.216
C -0.55 -2.27 5.58 -0.065
C -2.43 -2.98 3.34 -0.233
C -3.54 -2.61 2.41 -0.086
H -3.49 -5.32 3.14 0.071
H -4.72 -5.84 4.35 0.060
H -2.98 -6.14 4.59 0.086
H -4.79 -3.67 4.67 0.099
H -3.93 -4.19 6.13 0.130
H -1.03 -4.24 5.13 0.089
H -1.88 -3.64 6.56 0.128
H 0.29 -2.43 6.20 0.071
H -0.98 -1.28 5.83 0.069
H -0.16 -2.05 4.64 0.016
H -1.75 -2.15 3.21 0.100
H -1.97 -3.88 2.93 0.086
H -4.23 -3.41 2.10 0.073
H -4.21 -1.93 2.90 0.056
H -3.20 -2.15 1.52 0.045
C -0.90 -6.87 0.32 -0.080
C -1.14 -5.75 1.34 -0.244
N -0.04 -4.93 1.94 -0.149
C 0.27 -3.83 1.03 -0.251
C 1.08 -2.77 1.82 -0.052
C 1.16 -5.74 2.34 -0.229
C 0.74 -6.67 3.43 -0.071
H -1.76 -7.05 -0.37 0.065
H -0.62 -7.80 0.77 0.057
H -0.07 -6.65 -0.33 0.051
H -1.80 -5.02 0.90 0.080
H -1.79 -6.23 2.09 0.094
H 0.87 -4.05 0.16 0.098
H -0.58 -3.38 0.72 0.044
H 2.14 -3.00 1.68 0.067
H 0.86 -1.82 1.34 0.041
H 0.73 -2.81 2.86 0.066
H 1.89 -5.04 2.55 0.081
H 1.52 -6.32 1.49 0.101
H -0.18 -7.23 3.11 0.086
H 0.63 -6.10 4.34 0.069
H 1.56 -7.35 3.58 0.067
C -3.47 10.55 -1.80 -0.094
C -2.69 9.33 -2.22 -0.277
N -3.37 8.07 -2.00 -0.200
C -4.49 7.84 -2.87 -0.289
C -5.45 6.74 -2.49 -0.083
C -2.41 6.94 -1.92 -0.253
C -1.51 6.90 -0.69 -0.092
H -4.30 10.90 -2.43 0.074
H -2.69 11.32 -1.88 0.073
H -3.69 10.42 -0.74 0.080
H -2.46 9.50 -3.25 0.107
H -1.82 9.20 -1.56 0.103
H -5.07 8.78 -2.78 0.107
H -4.26 7.85 -3.93 0.115
H -6.37 6.85 -3.00 0.052
H -5.10 5.73 -2.82 0.067
H -5.55 6.79 -1.40 0.088
H -1.88 6.84 -2.93 0.140
H -2.94 5.99 -1.81 0.094
H -0.88 6.00 -0.89 0.060
H -2.08 6.73 0.22 0.078
H -0.79 7.74 -0.59 0.061
C -3.91 1.76 -0.07 -0.082
C -2.70 0.85 -0.02 -0.259
N -1.59 1.22 -0.90 -0.147
C -0.34 0.33 -0.66 -0.230
C -0.54 -1.05 -1.06 -0.103
C -1.26 2.60 -0.78 -0.307
C -0.56 3.01 0.52 -0.062
H -3.69 2.60 0.63 0.082
H -4.68 1.21 0.43 0.057
H -4.27 2.28 -0.95 0.063
H -2.42 0.76 1.04 0.095
H -3.03 -0.17 -0.29 0.105
H 0.45 0.80 -1.23 0.108
H -0.04 0.39 0.35 0.091
H -1.20 -1.65 -0.37 0.077
H -1.01 -1.17 -2.05 0.078
H 0.38 -1.57 -1.06 0.051
H -2.12 3.17 -1.10 0.092
H -0.58 2.93 -1.60 0.109
H -0.29 4.08 0.60 0.063
H 0.42 2.51 0.56 0.053
H -1.08 2.62 1.45 0.085
```

Properties
Gap between HOMO and LUMO = 8.60 eV
LUMO level = 0.0178 Ha


# 3
The following is a DFT calculation (ωB97M-V/def2-TZVPD) of the molecule C3H7NO2.

Geometry as XYZ:
```
13
Properties=species:S:1:pos:R:3:lowdin_charge:R:1
C -2.15 -0.05 -0.83 -0.131
N -1.31 -0.08 0.33 0.023
C -0.05 -0.04 0.31 -0.534
O 0.56 -0.07 1.52 0.079
O 0.76 0.04 -0.75 -0.023
C 2.18 0.07 -0.53 -0.048
H -2.80 0.82 -0.77 0.074
H -2.79 -0.94 -0.82 0.074
H -1.60 -0.02 -1.78 0.074
H -0.25 -0.12 2.06 0.126
H 2.46 0.94 0.07 0.096
H 2.63 0.14 -1.52 0.094
H 2.52 -0.84 -0.04 0.096
```

Properties
Gap between HOMO and LUMO = 10.12 eV
LUMO level = 0.0328 Ha


# 4
The following is a DFT calculation (ωB97M-V/def2-TZVPD) of the molecule C4H4O.

Geometry as XYZ:
```
9
Properties=species:S:1:pos:R:3:lowdin_charge:R:1
C -1.24 0.16 0.02 -0.050
C 0.02 -0.25 -0.63 -0.312
C 0.89 -0.51 -1.52 0.172
C 1.42 -0.12 0.25 -0.275
O 1.42 0.83 0.99 0.080
H -1.09 1.14 0.49 0.089
H -1.54 -0.56 0.79 0.090
H -2.02 0.24 -0.73 0.088
H 2.14 -0.94 0.34 0.117
```

Properties
Gap between HOMO and LUMO = 9.99 eV
LUMO level = -0.0136 Ha


# 5
The following is a DFT calculation (ωB97M-V/def2-TZVPD) of a structure of composition BaF36P6.

Geometry as XYZ:
```
43
Properties=species:S:1:pos:R:3:lowdin_charge:R:1
Ba 10.13 -16.93 -11.66 2.142
P 10.18 -21.03 -10.70 0.217
F 8.87 -20.41 -9.88 -0.187
F 9.46 -20.70 -12.05 -0.154
F 10.70 -19.44 -10.89 -0.333
F 11.54 -21.51 -11.52 -0.198
F 10.98 -21.29 -9.32 -0.153
F 9.60 -22.57 -10.78 -0.203
P 7.14 -16.96 -13.30 0.114
F 8.43 -16.05 -13.62 -0.242
F 7.33 -16.56 -11.77 -0.223
F 6.13 -15.70 -13.41 -0.174
F 5.86 -17.87 -12.74 -0.198
F 6.90 -17.27 -14.87 -0.157
F 8.13 -18.20 -13.15 -0.208
P 12.33 -17.95 -15.22 0.196
F 11.07 -17.78 -16.12 -0.118
F 12.45 -19.48 -15.66 -0.162
F 13.47 -17.68 -16.39 -0.231
F 13.65 -18.09 -14.20 -0.207
F 12.44 -16.35 -14.97 -0.170
F 11.41 -18.09 -13.80 -0.304
P 8.97 -16.45 -8.20 0.301
F 9.60 -15.51 -6.96 -0.197
F 7.38 -16.12 -7.76 -0.186
F 9.27 -15.31 -9.37 -0.238
F 8.63 -17.44 -9.43 -0.286
F 10.43 -16.92 -8.72 -0.260
F 9.11 -17.80 -7.28 -0.185
P 14.04 -15.88 -10.33 0.293
F 12.84 -16.00 -11.46 -0.304
F 14.26 -14.38 -10.93 -0.181
F 12.86 -15.26 -9.30 -0.212
F 15.26 -15.87 -9.28 -0.163
F 13.40 -17.35 -9.85 -0.212
F 15.02 -16.43 -11.55 -0.197
P 10.48 -13.35 -12.40 0.210
F 10.99 -14.76 -13.12 -0.290
F 10.72 -13.96 -10.92 -0.184
F 12.04 -12.91 -12.55 -0.156
F 9.85 -11.96 -11.76 -0.203
F 10.10 -12.64 -13.87 -0.221
F 9.00 -13.94 -12.38 -0.178
```

Properties
Net charge = -4
Gap between HOMO and LUMO = 10.49 eV
LUMO level = 0.3137 Ha


# 6
The following is a DFT calculation (ωB97M-V/def2-TZVPD) of a structure of composition C4H9O3.

Geometry as XYZ:
```
16
Properties=species:S:1:pos:R:3:lowdin_charge:R:1
O 0.30 0.86 3.11 0.025
C -0.27 0.86 2.08 -0.333
C 0.18 -0.21 1.18 -0.212
C -0.79 -0.64 0.09 -0.195
C -0.03 -1.28 -1.14 -0.311
O -0.28 -0.41 -2.29 -0.319
H -1.06 1.56 1.80 0.117
H 0.81 -0.94 1.83 0.140
H 1.10 0.29 0.51 0.171
H -1.57 -1.26 0.43 0.061
H -1.40 0.34 -0.23 0.146
H 1.00 -1.28 -1.01 0.062
H -0.27 -2.26 -1.40 0.062
H 0.76 2.12 -1.15 -0.114
H 0.33 0.67 -2.04 0.027
O 1.19 1.58 -1.77 -0.327
```

Properties
Net charge = -1
Gap between HOMO and LUMO = 7.59 eV
LUMO level = 0.1363 Ha


# 7
The following is a DFT calculation (ωB97M-V/def2-TZVPD) of a cluster of 2 separate species, C2H7OS in total.

Geometry as XYZ:
```
11
Properties=species:S:1:pos:R:3:lowdin_charge:R:1
O -2.72 -0.20 -0.35 -0.124
H -2.60 0.73 -0.53 -0.001
C 0.24 -1.52 0.48 -0.660
S 0.63 -0.55 -0.92 0.497
C 1.25 1.13 -0.27 -0.443
H 0.90 -2.39 0.59 -0.113
H 0.07 -1.13 1.48 -0.085
H -1.81 -0.42 -0.07 -0.049
H 1.62 1.04 0.75 0.005
H 2.06 1.55 -0.88 -0.010
H 0.36 1.76 -0.28 -0.017
```

Properties
Net charge = -1
Gap between HOMO and LUMO = 5.14 eV
LUMO level = 0.1458 Ha


# 8
The following is a DFT calculation (ωB97M-V/def2-TZVPD) of a structure of composition C5H8Cl2.

Geometry as XYZ:
```
15
Properties=species:S:1:pos:R:3:lowdin_charge:R:1
C -1.04 1.61 0.50 -0.235
C -1.13 1.11 -0.83 -0.311
C 1.41 -1.70 0.65 -0.170
C -0.16 1.15 -1.76 -0.575
C -0.01 -1.67 1.11 -0.601
Cl 1.49 1.56 -1.45 0.617
Cl -0.76 -0.31 1.63 0.850
H -1.90 1.89 1.03 0.037
H -0.23 2.24 0.80 0.047
H -2.04 0.65 -1.10 0.093
H 1.59 -1.10 -0.24 0.036
H 1.63 -2.64 0.28 0.027
H 2.10 -1.48 1.59 0.122
H -0.32 0.98 -2.80 0.049
H -0.65 -2.31 0.60 0.014
```

Properties
Gap between HOMO and LUMO (alpha / beta) = 7.31 / 7.76 eV
LUMO level (alpha / beta) = 0.0069 / 0.0033 Ha


Copy entry 5 word for word.
The following is a DFT calculation (ωB97M-V/def2-TZVPD) of a structure of composition BaF36P6.

Geometry as XYZ:
```
43
Properties=species:S:1:pos:R:3:lowdin_charge:R:1
Ba 10.13 -16.93 -11.66 2.142
P 10.18 -21.03 -10.70 0.217
F 8.87 -20.41 -9.88 -0.187
F 9.46 -20.70 -12.05 -0.154
F 10.70 -19.44 -10.89 -0.333
F 11.54 -21.51 -11.52 -0.198
F 10.98 -21.29 -9.32 -0.153
F 9.60 -22.57 -10.78 -0.203
P 7.14 -16.96 -13.30 0.114
F 8.43 -16.05 -13.62 -0.242
F 7.33 -16.56 -11.77 -0.223
F 6.13 -15.70 -13.41 -0.174
F 5.86 -17.87 -12.74 -0.198
F 6.90 -17.27 -14.87 -0.157
F 8.13 -18.20 -13.15 -0.208
P 12.33 -17.95 -15.22 0.196
F 11.07 -17.78 -16.12 -0.118
F 12.45 -19.48 -15.66 -0.162
F 13.47 -17.68 -16.39 -0.231
F 13.65 -18.09 -14.20 -0.207
F 12.44 -16.35 -14.97 -0.170
F 11.41 -18.09 -13.80 -0.304
P 8.97 -16.45 -8.20 0.301
F 9.60 -15.51 -6.96 -0.197
F 7.38 -16.12 -7.76 -0.186
F 9.27 -15.31 -9.37 -0.238
F 8.63 -17.44 -9.43 -0.286
F 10.43 -16.92 -8.72 -0.260
F 9.11 -17.80 -7.28 -0.185
P 14.04 -15.88 -10.33 0.293
F 12.84 -16.00 -11.46 -0.304
F 14.26 -14.38 -10.93 -0.181
F 12.86 -15.26 -9.30 -0.212
F 15.26 -15.87 -9.28 -0.163
F 13.40 -17.35 -9.85 -0.212
F 15.02 -16.43 -11.55 -0.197
P 10.48 -13.35 -12.40 0.210
F 10.99 -14.76 -13.12 -0.290
F 10.72 -13.96 -10.92 -0.184
F 12.04 -12.91 -12.55 -0.156
F 9.85 -11.96 -11.76 -0.203
F 10.10 -12.64 -13.87 -0.221
F 9.00 -13.94 -12.38 -0.178
```

Properties
Net charge = -4
Gap between HOMO and LUMO = 10.49 eV
LUMO level = 0.3137 Ha


Number 4 is which compound? C4H4O